w) Formula: C3H10N2S
Source: the Open Molecules 2025 dataset
Level of theory: ωB97M-V with the def2-TZVPD basis set

Atoms and positions in Å:
1 N -1.0833 0.5905 1.8819
2 C -1.0821 -0.1733 0.6073
3 C 0.4097 -0.1362 -0.0610
4 N 1.3209 0.9531 0.0995
5 C 0.0535 -0.5101 -1.5538
6 S 1.5032 -1.0841 -2.3885
7 H -1.9950 0.6184 2.2407
8 H -0.5808 -0.0862 2.3421
9 H -1.1810 -1.2515 0.8205
10 H -1.7658 0.2644 -0.1327
11 H 0.8191 -0.9088 0.5212
12 H 1.3882 1.3571 1.1135
13 H 1.0841 1.7956 -0.3376
14 H -0.6878 -1.3633 -1.4690
15 H -0.4802 0.3966 -2.0488
16 H 2.2774 -0.4624 -1.6355

HOMO-LUMO gap = 9.63 eV
total charge = 0
lowest unoccupied orbital energy = 0.910 eV
highest occupied orbital energy = -8.718 eV
SMILES string = NC[C@H](N)CS

natural (NBO) population analysis, charges in e, atoms 1 to 2:
1 N -0.82
2 C -0.24

***

x) Formula: C3H10N2S
Source: the Open Molecules 2025 dataset
Level of theory: ωB97M-V with the def2-TZVPD basis set

Atoms and positions in Å:
1 C 3.3992 -1.2769 0.3661
2 C 2.1523 -1.9153 -0.1725
3 S 0.8385 -0.7443 -0.4840
4 H 3.3469 -0.4550 1.0943
5 H 3.9617 -0.7024 -0.4042
6 H 4.0348 -2.0805 0.7465
7 H 1.7079 -2.5509 0.5957
8 H 2.2893 -2.4130 -1.1332
9 N -2.3642 0.7109 0.9447
10 C -2.1776 1.8569 0.3616
11 N -3.0041 2.2842 -0.5727
12 H -3.0509 0.0873 0.5469
13 H -1.8725 0.3443 1.7445
14 H -1.4107 2.5175 0.7536
15 H -2.8743 3.0705 -1.1858
16 H -3.6587 1.6131 -0.9487

HOMO-LUMO gap = 4.64 eV
total charge = 0
lowest unoccupied orbital energy = -0.573 eV
highest occupied orbital energy = -5.217 eV

natural (NBO) population analysis, charges in e, atoms 1 to 2:
1 C -0.62
2 C -0.54

***

The structure with the most favorable energy is w); the runner-up is 0.0452 hartree above it.

***

w) Formula: C4H6NO
Source: the Open Molecules 2025 dataset
Level of theory: ωB97M-V with the def2-TZVPD basis set

Atoms and positions in Å:
1 C -1.7948 -0.3308 0.2318
2 C -0.6985 -1.0589 -0.0743
3 N 0.4016 -0.2555 -0.4668
4 C 0.9331 0.6323 0.5771
5 C -0.1726 1.0625 -0.4153
6 O -1.5069 1.0333 -0.0801
7 H -2.6812 -0.6487 0.6752
8 H -0.5003 -2.0958 -0.3147
9 H 0.7776 -0.4179 -1.3834
10 H 1.9523 0.9077 0.2174
11 H 0.9490 0.2107 1.5369
12 H 0.1713 1.6174 -1.2570

HOMO-LUMO gap = 11.18 eV
total charge = +1
lowest unoccupied orbital energy = -3.589 eV
highest occupied orbital energy = -14.767 eV
SMILES string = C1=C[N@@H+]2C[C@@H]2O1

natural (NBO) population analysis, charges in e, atoms 1 to 2:
1 C 0.18
2 C -0.16

***

x) Formula: C4H6NO
Source: the Open Molecules 2025 dataset
Level of theory: ωB97M-V with the def2-TZVPD basis set

Atoms and positions in Å:
1 C -2.4667 2.6754 -1.4247
2 C 0.5508 -0.3978 -0.0703
3 C -0.8474 0.8163 -1.3296
4 C 1.0091 -0.9214 1.2197
5 N -1.7403 1.7834 -1.3360
6 O -0.3899 0.4427 -0.0881
7 H -3.3614 3.2049 -1.5677
8 H 1.0444 -0.6967 -0.8911
9 H -0.0532 0.8127 -2.1572
10 H 0.2359 -1.6928 1.4650
11 H 0.8804 -0.1518 2.0091
12 H 1.9866 -1.2514 1.0960

HOMO-LUMO gap (spin up / spin down) = 7.39 / 7.39 eV
total charge = +1
lowest unoccupied orbital energy (spin up / spin down) = -5.221 / -5.220 eV
highest occupied orbital energy (spin up / spin down) = -12.608 / -12.609 eV

natural (NBO) population analysis, charges in e, atoms 1 to 2:
1 C 0.28
2 C 0.48

***

The structure with the most favorable energy is w); the runner-up is 0.0547 hartree above it.

***

w) Formula: C4H7N3S
Source: the Open Molecules 2025 dataset
Level of theory: ωB97M-V with the def2-TZVPD basis set

Atoms and positions in Å:
1 H 0.2603 3.1621 -0.2282
2 N -0.2716 2.2892 -0.0303
3 C 0.5485 1.2890 -0.0321
4 N 0.0766 0.0117 0.2375
5 C 0.8571 -1.1502 0.3365
6 C 1.9619 -1.3481 -0.3660
7 N -1.2466 -0.0936 0.6451
8 C -2.1858 -0.3396 -0.3376
9 S -3.7960 -0.3457 -0.0754
10 H 1.6068 1.3900 -0.1629
11 H 0.4435 -1.8835 0.9974
12 H 2.3094 -0.6346 -1.0695
13 H 2.6698 -2.1641 -0.0749
14 H -1.5476 0.4293 1.4279
15 H -1.6864 -0.6121 -1.2675

HOMO-LUMO gap = 9.22 eV
total charge = 0
lowest unoccupied orbital energy = 0.575 eV
highest occupied orbital energy = -8.644 eV
SMILES string = [H]/N=C/N(C=C)NC=S

natural (NBO) population analysis, charges in e, atoms 1 to 2:
1 H 0.35
2 N -0.69

***

x) Formula: C4H7N3S
Source: the Open Molecules 2025 dataset
Level of theory: ωB97M-V with the def2-TZVPD basis set

Atoms and positions in Å:
1 H 3.0057 -1.8887 -0.3440
2 N 2.6960 -0.9355 -0.0650
3 C 1.4804 -0.7285 0.0385
4 N 1.0500 0.5930 0.2198
5 C -0.3568 0.6297 -0.0059
6 C -1.0641 1.8765 -0.0267
7 C -0.7908 -0.6646 -0.0292
8 S -2.4397 -1.2079 -0.0561
9 N 0.3377 -1.5676 0.2091
10 H 1.6909 1.3682 -0.1633
11 H -1.0763 2.4509 0.9251
12 H -2.0323 1.6006 -0.3812
13 H -0.6246 2.4931 -0.7917
14 H -2.2659 -1.6699 1.1917
15 H 0.3899 -2.3494 -0.7211

HOMO-LUMO gap = 8.48 eV
total charge = 0
lowest unoccupied orbital energy = 0.632 eV
highest occupied orbital energy = -7.849 eV
SMILES string = [H]/N=c1/[nH]c(C)c(S)[nH]1

natural (NBO) population analysis, charges in e, atoms 1 to 2:
1 H 0.35
2 N -0.74

***

y) Formula: C4H7N3S
Source: the Open Molecules 2025 dataset
Level of theory: ωB97M-V with the def2-TZVPD basis set

Atoms and positions in Å:
1 H 3.2802 -1.5019 -0.1877
2 N 3.0325 -0.4894 -0.1337
3 C 1.7741 -0.2600 0.0632
4 N 1.2176 1.0179 0.1219
5 C -0.1757 0.9860 0.0377
6 C -1.0944 2.1242 -0.0374
7 C -0.5068 -0.3135 -0.0207
8 S -2.1113 -0.9724 -0.1052
9 N 0.6734 -1.1081 0.2223
10 H 1.7858 1.7779 -0.1945
11 H -1.0771 2.8074 0.8297
12 H -2.1304 1.7658 -0.2720
13 H -0.8106 2.7752 -0.8431
14 H -2.3636 -1.2518 1.1794
15 H 0.6496 -1.9765 -0.5588

HOMO-LUMO gap = 8.51 eV
total charge = 0
lowest unoccupied orbital energy = 0.637 eV
highest occupied orbital energy = -7.878 eV
SMILES string = [H]/N=c1/[nH]c(C)c(S)[nH]1

natural (NBO) population analysis, charges in e, atoms 1 to 2:
1 H 0.35
2 N -0.77

***

z) Formula: C4H7N3S
Source: the Open Molecules 2025 dataset
Level of theory: ωB97M-V with the def2-TZVPD basis set

Atoms and positions in Å:
1 C 2.1100 1.3458 -0.2639
2 N 3.0949 0.5152 0.1119
3 S 2.8006 -1.2247 0.2583
4 C 1.1163 -1.5770 -0.2012
5 N 0.1446 -0.7689 0.3235
6 N -1.1769 -1.5436 -0.0714
7 C -2.1429 -0.7586 -0.1084
8 C -1.9562 0.7699 0.3238
9 H 1.1551 1.2354 -0.4629
10 H 2.7595 2.3057 -0.6190
11 H 0.8429 -2.5844 -0.5255
12 H -2.9773 -1.4025 -0.4960
13 H -2.0721 0.9774 1.5151
14 H -2.8300 1.5699 -0.1298
15 H -0.8684 1.1403 0.3454

HOMO-LUMO gap = 8.90 eV
total charge = 0
lowest unoccupied orbital energy = -0.040 eV
highest occupied orbital energy = -8.935 eV
SMILES string = C=NS/C=N/N=C\C

natural (NBO) population analysis, charges in e, atoms 1 to 2:
1 C -0.07
2 N -0.51

***

The structure with the most favorable energy is y); the runner-up is 0.0221 hartree above it.

***

w) Formula: C4H7N3S
Source: the Open Molecules 2025 dataset
Level of theory: ωB97M-V with the def2-TZVPD basis set

Atoms and positions in Å:
1 H -2.2265 1.7012 0.1596
2 N -1.3083 2.0921 -0.0137
3 C -0.4541 1.0903 0.0396
4 N 0.8861 1.3596 -0.0670
5 C 1.6537 0.1638 0.1034
6 S 3.4573 0.3059 0.0354
7 C 0.8464 -0.9367 0.1133
8 N -0.5358 -0.3406 0.0520
9 C -1.7849 -1.0483 -0.0033
10 H 1.1869 2.3906 0.2733
11 H 3.7203 -0.9673 -0.5071
12 H 0.9083 -1.9841 -0.0498
13 H -2.3703 -0.5511 -0.8614
14 H -2.3661 -1.1049 1.0301
15 H -1.6130 -2.1704 -0.3044

HOMO-LUMO gap = 8.18 eV
total charge = 0
lowest unoccupied orbital energy = 0.598 eV
highest occupied orbital energy = -7.584 eV
SMILES string = [H]/N=c1/[nH]c(S)cn1C

natural (NBO) population analysis, charges in e, atoms 1 to 2:
1 H 0.33
2 N -0.79

***

x) Formula: C4H7N3S
Source: the Open Molecules 2025 dataset
Level of theory: ωB97M-V with the def2-TZVPD basis set

Atoms and positions in Å:
1 C -1.1852 -1.3857 -0.8590
2 C -0.8871 -0.0560 0.8765
3 C -0.8599 0.6645 -0.2999
4 C 2.0471 -0.2744 0.5180
5 N -1.0238 -0.1893 -1.3506
6 N -1.0890 -1.3629 0.5265
7 N -0.9369 2.1000 -0.2952
8 S 2.2891 -0.0714 -1.0903
9 H -1.3379 -2.3320 -1.4866
10 H -0.5601 0.3199 1.8636
11 H 2.4034 0.7596 0.8725
12 H -1.3707 -2.1237 1.1673
13 H -0.5470 2.4906 -1.1120
14 H -0.6571 2.4317 0.6175
15 H 1.7678 -1.2633 -1.3489

HOMO-LUMO gap = 7.92 eV
total charge = 0
lowest unoccupied orbital energy = 0.241 eV
highest occupied orbital energy = -7.684 eV

natural (NBO) population analysis, charges in e, atoms 1 to 2:
1 C 0.16
2 C -0.16

***

The structure with the most favorable energy is w); the runner-up is 0.0684 hartree above it.